Computed, not measured: a 3-piece molecular cluster, C19H43ClFN2O4PSi overall in a non-equilibrium geometry, with ωB97M-V/def2-TZVPD.

```
72
Properties=species:S:1:pos:R:3:forces:R:3
Cl 4.1076 0.3610 -0.5178 -1.1 -0.7 0.4
P 2.0078 0.4587 -0.8401 -1.1 2.2 0.3
Si -0.3715 -5.0571 1.9239 -2.0 0.7 -0.2
F -5.2745 -2.6809 -0.2317 0.6 -0.3 -0.2
O -3.8312 1.1045 -1.4097 5.7 -4.4 4.5
O 1.4094 1.4386 0.5157 0.5 -3.5 -1.2
O 0.4367 -3.5719 1.4591 1.5 -1.2 0.3
O -1.5952 0.3618 -0.6241 -1.0 -1.0 -1.9
N 0.2974 -2.3483 -2.8137 -1.8 -1.3 -1.4
N 0.0560 6.3737 0.4476 -0.3 -0.1 0.0
C 1.0165 7.3505 -1.7129 0.1 0.1 -0.4
C -2.2882 -4.6240 1.9512 0.0 1.2 -0.4
C 0.0502 -5.6921 3.6914 -0.3 -0.3 0.8
C 2.6506 -3.6087 0.0386 0.6 0.2 -0.1
C 0.0652 4.2529 -0.9809 0.0 -0.3 -0.3
C -3.8154 -0.6803 0.4792 1.2 1.3 0.4
C 1.3347 -3.4102 -2.3931 2.0 1.1 0.9
C 1.8983 -3.6802 1.4830 1.0 -1.3 0.7
C 1.1705 -1.2693 -0.6449 -2.2 -2.2 0.7
C -1.0753 -0.1635 -1.9033 -0.9 -0.6 -1.5
C -1.3531 -2.5369 -1.0037 0.3 -0.1 2.2
C 1.3350 6.1481 1.1259 -0.2 0.2 0.0
C 1.8937 7.3908 1.8132 0.0 0.1 -0.1
C 0.0297 7.4430 -0.5541 0.1 0.2 0.4
C -0.6219 5.1337 0.0558 -0.1 0.1 0.3
C -3.0753 0.3620 -0.5975 -5.4 2.1 -1.8
C -0.1477 -6.3455 0.5117 0.1 0.1 -0.8
C -0.1829 -1.5416 -1.5894 -2.0 1.1 1.2
C 1.9951 -2.6155 -1.0774 2.9 0.3 -0.6
H 0.6974 6.6197 -2.4585 0.1 0.0 0.1
H -3.9623 -1.7599 -0.0032 -0.8 1.4 0.4
H 0.9465 -6.2291 0.1055 -2.0 -0.7 0.6
H -0.9843 7.5386 -0.9608 0.1 -0.3 0.2
H -4.9087 -0.3207 0.7674 2.6 -0.6 -1.0
H -2.0313 -0.5019 -2.5282 2.2 0.7 1.1
H -0.5123 -4.9682 4.4506 1.5 -1.5 -1.5
H -0.9101 -6.0365 -0.3486 1.6 -0.8 1.8
H 2.0284 7.0978 -1.3863 -0.1 0.0 0.0
H 2.1930 -3.4311 -3.2219 -2.2 -0.2 1.8
H 1.0096 0.8411 1.2145 0.6 1.0 -0.9
H 2.7816 7.1263 2.3957 -0.1 0.0 -0.1
H 2.9651 -2.1478 -1.5936 -1.9 -1.0 1.1
H 0.8863 -4.4933 -2.1963 0.7 2.7 -0.4
H 0.2016 8.3959 -0.0396 0.0 -0.1 0.1
H -2.6634 -4.2722 0.8737 0.6 -1.0 2.4
H 1.1182 4.0744 -0.7472 -0.1 0.0 0.0
H 2.1457 -4.7533 1.9444 -0.1 2.2 -0.9
H 1.1977 -5.7794 3.9061 -2.3 0.1 -0.1
H -2.4248 -3.6606 2.6380 0.0 -2.2 -1.3
H 1.0734 8.3188 -2.2224 0.0 -0.1 0.1
H 2.8070 -4.6798 -0.4546 -0.6 2.2 1.1
H -2.9175 -5.5312 2.3381 1.1 1.9 -0.7
H 1.1900 5.3936 1.9100 -0.2 0.0 -0.3
H 0.7067 -1.1751 0.4313 1.0 -1.1 -1.8
H -1.4790 -2.2678 0.1525 0.1 -0.7 -2.7
H -1.6348 5.3680 -0.2949 0.2 0.2 0.0
H -0.0065 4.6775 -1.9834 0.1 0.0 0.0
H 3.7566 -3.2081 0.2425 -2.5 -0.9 -0.3
H 0.4912 -1.8049 -3.6840 0.5 -0.3 1.0
H -1.0858 -3.6799 -1.0318 -0.2 2.2 0.0
H 1.1605 7.8274 2.4996 0.0 -0.1 -0.2
H -0.4072 -7.4186 0.9013 0.7 2.0 -1.0
H -0.4295 3.2752 -1.0159 0.0 0.1 0.1
H 2.4339 -2.9117 2.2181 -1.6 -1.3 -1.6
H -3.1766 -0.8169 1.4695 -1.1 0.5 -2.1
H -0.7751 4.5324 0.9616 0.1 0.2 0.0
H 2.1943 8.1568 1.0911 -0.1 -0.1 0.1
H -0.4957 0.6165 -2.5549 -0.9 -1.2 1.6
H 2.0915 5.7475 0.4429 0.2 -0.1 0.0
H -0.5096 -2.9674 -3.1189 0.7 1.3 0.5
H -0.4871 -6.7467 3.8074 1.3 2.1 -0.2
H -2.3967 -2.3983 -1.5186 2.1 -0.1 0.8
```
Positions in Å, forces in eV/Å.

Values from the calculation:
M = 477.07 g mol⁻¹
Orbital gap = 5.94 eV
HOMO energy = -6.97 eV
E_LUMO = -1.03 eV

Atom charges from the Mulliken analysis, given in e for atoms 1 to 2: -0.29 0.45

Computed, not measured: C19H43O2P3SSc as an isolated structure in a non-equilibrium geometry, with ωB97M-V/def2-TZVPD.

```
69
Properties=species:S:1:pos:R:3:forces:R:3
Sc 0.2337 -0.3844 0.9158 -4.2 4.6 -2.3
S -0.8353 1.6351 2.1576 -2.1 4.4 0.8
P 1.4192 -0.9975 2.7169 4.6 -2.1 6.4
P -1.5596 -1.8668 1.2407 -4.8 -4.2 1.4
P 1.4464 -1.6741 -0.5975 3.6 -3.0 -3.3
O -1.6363 1.9752 0.8923 0.3 -2.8 0.1
O -0.8175 0.1688 -0.8778 1.4 3.6 -4.0
C 0.9165 2.7999 -2.7854 0.8 -0.6 2.2
C -1.8280 4.6689 -7.3024 -0.2 -0.3 0.1
C 1.6862 -3.5030 -0.4545 -0.3 0.0 0.2
C -2.2070 -2.6411 -0.2987 0.4 0.5 -0.3
C -3.1368 -1.2670 1.9997 0.1 0.4 0.0
C 0.8942 -1.5593 -2.3510 -0.4 -0.1 0.0
C 3.2007 -1.1545 -0.7829 -0.1 0.3 0.1
C 3.0630 -0.1756 2.8956 -0.1 0.3 -0.4
C 1.9188 -2.7663 2.9581 -0.2 -0.3 -0.4
C 0.7708 -0.7278 4.4307 -0.4 0.3 -0.2
C -1.3350 -3.3718 2.2962 0.4 0.2 -0.1
C -0.6499 5.2022 -6.9891 0.3 0.0 0.4
C -0.9237 3.3944 2.6555 2.2 1.3 0.9
C 0.6132 1.9355 -1.7343 2.1 2.1 -0.4
C -1.1959 1.0108 -3.0424 -1.2 0.7 -2.7
C -0.4554 1.0119 -1.8310 -2.0 -3.2 3.5
C -0.8812 1.8780 -4.0830 -1.4 -1.6 0.4
C -1.7642 1.1701 3.6567 -0.9 -0.4 0.3
C 0.1792 2.7839 -3.9707 -0.2 0.0 -0.2
H -2.7619 5.0932 -6.9428 0.1 0.0 -0.1
H 0.7908 -3.9760 -0.0436 0.1 -0.1 -0.1
H 1.8933 -3.9317 -1.4411 0.0 0.1 0.2
H 1.1927 -0.5917 -2.7586 0.1 0.0 -0.1
H -1.6046 0.1301 3.8928 -0.1 -0.3 -0.2
H 1.3795 -3.1801 3.8148 0.1 0.0 -0.2
H 2.9947 -2.8473 3.1504 -0.2 0.1 -0.1
H 1.4570 -1.1466 5.1752 0.0 0.0 -0.3
H -0.1936 -1.6295 -2.4153 0.1 -0.2 -0.1
H 1.6682 -3.3611 2.0791 0.1 -0.1 0.2
H 1.3476 -2.3640 -2.9405 0.0 0.3 0.1
H -1.9070 3.7860 -7.9316 0.0 0.2 0.0
H 3.6989 -0.4481 2.0488 -0.1 0.1 0.1
H 1.7451 3.4966 -2.6725 -0.2 -0.1 0.0
H -2.6090 -1.8582 -0.9483 0.0 -0.1 0.1
H 0.4228 3.4584 -4.7863 -0.1 0.0 0.0
H -0.5708 6.0852 -6.3599 -0.1 0.0 -0.2
H -2.0244 0.3123 -3.1331 0.1 0.1 0.0
H -2.8495 1.3355 3.4962 0.7 0.1 0.0
H 3.7800 -1.5128 0.0718 0.0 0.0 -0.1
H -3.4355 -0.3218 1.5430 -0.1 0.0 0.0
H 3.2333 -0.0621 -0.7868 0.1 -0.2 0.0
H 3.6348 -1.5412 -1.7121 -0.1 -0.1 0.2
H -0.4480 4.0142 1.8666 -0.3 -0.7 0.3
H -1.3712 -3.1038 -0.8277 -0.2 -0.2 0.0
H -2.9911 -3.3757 -0.0850 0.3 0.1 0.1
H -2.2568 -3.9621 2.3513 0.1 0.2 -0.1
H -1.4136 1.7221 4.5540 -0.1 0.1 -0.9
H -1.0476 -3.0688 3.3068 -0.1 -0.1 -0.1
H -0.3377 3.5653 3.5832 -0.5 0.0 -0.4
H -0.2007 -1.2197 4.5318 0.2 0.0 0.1
H 0.6421 0.3384 4.6311 0.1 -0.1 0.0
H 2.9136 0.9069 2.8641 0.1 -0.1 0.0
H 3.5659 -0.4555 3.8281 -0.3 -0.1 -0.1
H -0.5387 -3.9985 1.8875 -0.1 0.0 0.1
H 0.2841 4.7779 -7.3487 -0.1 0.1 -0.1
H -1.9740 3.7372 2.7676 0.5 -0.9 -0.1
H 1.4546 0.6798 0.6456 2.0 1.6 -0.4
H -1.4707 1.8460 -4.9970 0.1 0.0 0.2
H 2.5318 -3.7233 0.2030 -0.1 0.1 -0.1
H -2.9927 -1.0936 3.0701 -0.1 -0.2 -0.2
H -3.9424 -1.9980 1.8679 0.3 0.0 -0.1
H 1.1961 1.9404 -0.8174 -0.1 0.1 0.0
```
Positions in Å, forces in eV/Å.

Values from the calculation:
M = 473.50 g mol⁻¹
Orbital gap (alpha / beta) = 2.84 / 2.75 eV
Energy relative to the best compared isomer or geometry (same formula, charge and spin) = 586.9 kJ/mol
Total charge = +3
HOMO energy (alpha / beta) = -16.29 / -16.35 eV
E_LUMO (alpha / beta) = -13.46 / -13.60 eV

Atom charges from the Mulliken analysis, given in e for atoms 1 to 2: -2.78 1.28

Computed, not measured: C19H43OOsP3S2 as an isolated structure in a non-equilibrium geometry, with ωB97M-V/def2-TZVPD.

```
69
Properties=species:S:1:pos:R:3:forces:R:3
Os 0.2396 0.2449 -0.6804 -0.4 -3.8 -2.5
S 1.1330 -3.5105 0.1478 -0.1 -0.8 0.0
S 0.3621 -0.8579 -2.9123 0.6 -0.7 0.4
P -1.0881 0.2199 1.1073 -3.1 -0.5 3.3
P -0.8588 1.9150 -1.7263 -2.1 2.3 -0.9
P 2.0061 1.2776 0.1170 4.4 2.5 1.7
O 0.8054 -2.0256 0.3849 -0.7 1.6 -0.3
C -0.8864 -5.1465 -3.6482 -0.2 0.6 0.0
C -0.7240 3.5784 -0.9628 0.2 -0.1 0.2
C 3.1838 0.0018 0.6483 0.1 -0.6 0.1
C -0.4589 -4.3703 0.0845 0.1 0.0 0.2
C -1.3800 -2.8604 -3.0540 -0.7 0.3 -0.8
C 0.9199 -3.6713 -2.9801 -0.2 0.6 -0.5
C 0.4562 -4.9545 -3.3131 0.0 0.4 0.4
C -2.6771 1.5985 -1.8377 0.1 -0.2 -0.1
C 1.8243 2.4094 1.5542 -0.6 0.0 0.0
C -0.0156 -2.6007 -2.9315 0.0 -1.1 0.1
C 2.9792 2.2551 -1.0847 -0.1 0.2 -0.5
C -1.9203 1.7011 1.7861 0.0 0.3 -0.3
C 1.0579 -0.7972 -5.4848 -0.6 -0.4 -1.5
C -2.4557 -0.9402 0.7382 -0.1 -0.1 -0.2
C 1.7152 -4.1537 1.7285 0.0 0.3 0.1
C 1.9838 -0.0963 -4.7759 1.1 0.4 0.0
C -1.8085 -4.0864 -3.5628 0.4 -0.1 0.4
C -0.4891 2.3184 -3.4939 0.6 -0.4 0.2
C -0.3716 -0.4941 2.6294 0.5 -0.3 0.0
H 3.5574 3.0137 -0.5400 -0.1 -0.2 -0.2
H -2.0898 -2.0534 -2.8114 0.2 -0.4 -0.5
H 2.7881 2.9121 1.7188 -0.2 -0.2 -0.1
H 0.5625 2.6023 -3.6136 -0.1 0.0 0.0
H -1.2358 -6.1196 -3.9638 0.1 0.0 -0.1
H -0.2681 -5.4067 -0.2313 0.0 0.3 0.2
H -2.8894 0.5224 -1.8896 0.0 0.3 0.0
H -0.7267 1.5163 -4.2132 -0.1 0.4 0.4
H -2.0494 -1.8899 0.3640 -0.1 0.3 0.2
H 2.3359 2.7474 -1.8253 0.2 0.0 0.2
H 1.2062 -1.8636 -5.6963 -0.2 0.4 0.1
H 2.8635 -0.6127 -4.4209 0.2 0.0 0.1
H 0.6648 -0.1820 2.7846 -0.1 -0.1 0.0
H 2.6579 -3.6468 1.9850 -0.3 -0.2 -0.1
H -3.2349 2.0425 -1.0040 0.2 -0.1 -0.2
H -0.3832 -1.5876 2.5718 0.0 0.3 0.0
H 1.9816 0.9952 -4.7263 -0.2 -0.3 0.2
H -1.3418 4.2696 -1.5465 0.1 -0.1 0.0
H -2.8386 -4.2039 -3.8959 0.1 -0.1 0.4
H -1.0958 3.1972 -3.7463 0.0 -0.2 0.1
H -3.1240 -0.5266 -0.0251 0.1 0.0 0.3
H -0.4520 -0.3671 -3.8902 -0.3 -0.4 0.9
H 1.0569 3.1702 1.3568 0.3 -0.1 0.1
H 1.9102 -5.2196 1.5460 0.0 0.2 0.1
H 1.1415 -5.8081 -3.3222 -0.2 0.4 -0.1
H 2.6746 -0.9675 0.7528 0.3 0.4 0.1
H -1.1011 -3.8837 -0.6602 0.3 -0.1 0.2
H -0.9049 -4.3486 1.0866 0.0 0.0 -0.3
H 3.9490 -0.0764 -0.1354 -0.1 0.0 0.3
H 0.9667 -4.0204 2.5284 0.3 -0.1 -0.4
H -1.2176 2.5245 1.9276 0.0 -0.1 0.1
H -3.0319 -1.1264 1.6542 0.1 0.1 -0.1
H -2.3354 1.4428 2.7694 0.1 0.0 -0.3
H -0.9639 -0.1668 3.4939 0.1 0.0 -0.3
H 0.3063 3.9592 -0.9580 -0.2 -0.1 -0.1
H 3.6282 0.2998 1.6062 0.0 0.0 -0.2
H -3.0291 2.0510 -2.7748 0.1 0.0 0.3
H 0.1784 -0.2900 -5.9059 0.4 -0.3 -0.1
H -1.0995 3.5965 0.0644 0.0 -0.1 -0.2
H 1.5498 1.8496 2.4578 0.1 0.2 -0.2
H 1.9779 -3.5116 -2.7967 -0.1 0.0 -0.2
H -2.7381 2.0522 1.1505 0.1 -0.1 0.1
H 3.6623 1.5723 -1.6058 -0.2 0.2 0.1
```
Positions in Å, forces in eV/Å.

Values from the calculation:
Spin multiplicity = 5
M = 634.84 g mol⁻¹
Orbital gap (alpha / beta) = 6.59 / 4.54 eV
Energy relative to the best compared isomer or geometry (same formula, charge and spin) = 202.1 kJ/mol
Total charge = +4
HOMO energy (alpha / beta) = -19.46 / -20.43 eV
E_LUMO (alpha / beta) = -12.87 / -15.89 eV

Atom charges from the Mulliken analysis, given in e for atoms 1 to 2: 0.88 0.39